Record 1
C33H33HoN10OSSi as an isolated structure in a non-equilibrium geometry, computed with the ωB97M-V functional and the def2-TZVPD basis.

Its energy above the lowest of the compared OMol25 structures with the same formula, charge and spin is 2.036 eV. The calculation puts the HOMO energy (alpha / beta) at -0.4817 / -0.4817 hartree. Its LUMO energy (alpha / beta) is -0.2222 / -0.2475 hartree. The spin multiplicity is 5. The HOMO-LUMO gap (alpha / beta) is 7.062 / 6.373 eV. Its total charge is +2. Its total energy is -96201.537 eV.

Each line ends with the Mulliken charge.
CARTESIAN COORDINATES (ANGSTROEM)
Ho1 2.319 -0.440 -2.190  1.0678
C1 -0.691 4.761 -2.132  -0.7248
N1 0.006 3.570 -2.638  0.8937
C2 1.075 2.991 -2.113  -0.1505
N2 1.383 1.895 -2.799  -0.2511
C3 0.427 1.871 -3.790  -0.5377
N3 -0.420 2.862 -3.699  -0.9531
C4 -0.493 4.859 -0.632  0.2530
C5 0.091 5.979 -0.050  -0.8690
C6 0.397 5.988 1.307  -0.7684
C7 0.182 4.868 2.091  -0.7808
C8 -0.426 3.750 1.519  0.4000
C9 -0.790 3.768 0.168  -0.2092
C10 -0.649 2.490 2.192  0.4087
N4 -1.644 1.667 1.887  -0.4471
N5 -1.466 0.540 2.534  -0.1044
C11 -0.305 0.671 3.243  0.3352
O1 0.253 1.927 3.053  -0.3167
C12 0.384 -0.388 3.818  0.1043
C13 -0.288 -1.578 4.215  -0.7613
C14 0.450 -2.680 4.573  -0.7171
C15 1.848 -2.678 4.441  -0.7282
C16 2.511 -1.520 4.022  0.3969
C17 3.958 -1.524 3.584  -1.0681
N6 3.965 -1.495 2.112  0.9113
C18 3.624 -0.495 1.304  -0.1836
N7 3.551 -0.934 0.050  -0.0904
C19 3.877 -2.265 0.170  -0.5544
N8 4.106 -2.624 1.402  -0.8609
C20 1.796 -0.370 3.789  -0.1894
H1 -1.738 4.664 -2.416  0.3509
H2 -0.281 5.643 -2.625  0.4276
H3 1.613 3.371 -1.262  0.4985
H4 0.381 1.126 -4.570  0.5244
H5 0.324 6.843 -0.660  0.4487
H6 0.833 6.874 1.746  0.4282
H7 0.467 4.869 3.134  0.5309
H8 -1.272 2.890 -0.242  0.7428
H9 -1.369 -1.596 4.235  0.6019
H10 -0.053 -3.574 4.917  0.4479
H11 2.410 -3.578 4.653  0.4361
H12 4.474 -2.435 3.875  0.4213
H13 4.487 -0.653 3.968  0.3263
H14 3.465 0.521 1.617  0.4534
H15 3.966 -2.941 -0.668  0.5350
H16 2.306 0.551 3.537  0.8506
S1 -4.079 -2.544 -0.069  -0.1862
C21 -2.489 -1.896 -0.453  0.3935
C22 -1.357 -2.679 -0.195  -0.6407
C23 -0.104 -2.177 -0.447  -0.8093
N9 0.131 -0.965 -0.990  0.2074
C24 -0.967 -0.227 -1.268  0.0800
C25 -2.259 -0.637 -1.022  -0.2890
C26 -4.949 -1.201 0.768  0.2962
C27 -5.456 -0.072 0.154  -0.0340
C28 -5.999 0.915 0.972  -0.5485
N10 -6.091 0.810 2.288  -0.5395
C29 -5.668 -0.313 2.858  -0.4790
C30 -5.087 -1.349 2.141  -0.2005
H17 -1.469 -3.670 0.224  0.5344
H18 0.775 -2.761 -0.191  0.4455
H19 -0.790 0.743 -1.716  -0.0175
H20 -3.081 0.010 -1.273  0.2745
H21 -5.455 0.060 -0.918  0.5795
H22 -6.363 1.840 0.539  0.3893
H23 -5.771 -0.379 3.935  0.3876
H24 -4.728 -2.243 2.631  0.4246
C31 2.366 -2.190 -5.964  -1.0368
Si1 1.988 -2.471 -4.125  0.3125
C32 0.076 -2.622 -3.922  -0.8628
C33 2.740 -4.132 -3.558  -1.1548
H25 1.929 -3.002 -6.548  0.3240
H26 3.439 -2.188 -6.158  0.3202
H27 1.959 -1.253 -6.346  0.3238
H28 -0.335 -3.298 -4.675  0.4974
H29 -0.441 -1.664 -4.033  0.2708
H30 -0.191 -3.032 -2.946  0.1585
H31 2.329 -4.948 -4.155  0.3894
H32 2.528 -4.355 -2.510  0.3229
H33 3.823 -4.150 -3.696  0.3372

Record 2
C33H33IMoN7O5S as an isolated structure in a non-equilibrium geometry, computed with the ωB97M-V functional and the def2-TZVPD basis.

Its energy above the lowest of the compared OMol25 structures with the same formula, charge and spin is 3.385 eV. The calculation puts the HOMO energy (alpha / beta) at -0.3705 / -0.3718 hartree. Its LUMO energy (alpha / beta) is -0.1473 / -0.1441 hartree. The spin multiplicity is 3. The HOMO-LUMO gap (alpha / beta) is 6.072 / 6.195 eV. Its total charge is +1. Its total energy is -76207.604 eV.

Each line ends with the Mulliken charge.
CARTESIAN COORDINATES (ANGSTROEM)
Mo1 1.542 -0.218 0.676  -0.1526
N1 1.961 -8.562 -0.018  -0.5108
C1 2.253 -7.238 -0.241  1.0535
C2 1.227 -6.323 -0.522  -0.7791
C3 1.513 -4.990 -0.710  -0.5405
C4 2.830 -4.551 -0.612  -0.2836
C5 3.859 -5.438 -0.333  -0.3010
C6 3.571 -6.776 -0.151  -0.7864
S1 3.186 -2.866 -0.876  1.4387
O1 4.585 -2.635 -0.659  -0.7770
O2 2.555 -2.428 -2.082  -0.6208
N2 2.370 -2.093 0.364  -0.0337
C7 2.815 -2.220 1.663  0.5940
N3 3.063 -0.966 2.138  -0.5718
C8 3.297 -0.848 3.454  -0.2798
C9 3.377 -1.965 4.253  -0.7650
C10 3.164 -3.196 3.651  -0.2023
N4 2.847 -3.338 2.366  -0.4770
H1 1.068 -8.909 -0.320  0.2168
H2 2.713 -9.228 -0.051  0.2168
H3 0.205 -6.677 -0.592  0.2854
H4 0.724 -4.284 -0.938  0.4369
H5 4.873 -5.070 -0.260  0.5116
H6 4.368 -7.477 0.065  0.2953
H7 3.433 0.149 3.848  0.6876
H8 3.578 -1.875 5.309  0.4115
H9 3.209 -4.113 4.229  0.4671
C11 -5.986 2.213 1.732  -1.0384
O3 -4.742 1.938 1.096  -0.3870
C12 -4.482 2.565 -0.081  0.8763
C13 -5.341 3.437 -0.730  -0.4342
C14 -4.950 4.035 -1.922  -0.8831
C15 -3.700 3.775 -2.458  -1.2401
C16 -2.831 2.907 -1.806  -0.1622
C17 -3.224 2.288 -0.631  0.0371
N5 -2.406 1.416 0.133  0.1126
C18 -1.228 0.870 -0.215  0.0822
N6 -0.997 0.487 -1.472  0.0516
C19 0.302 0.459 -2.035  -0.0839
C20 1.468 0.379 -1.274  0.8786
C21 2.701 0.512 -1.935  -0.6480
C22 2.756 0.674 -3.300  -1.2842
C23 1.584 0.686 -4.056  -0.4439
C24 0.359 0.578 -3.431  1.2145
O4 -0.855 0.618 -4.049  -0.4138
C25 -0.865 0.678 -5.473  -1.0130
N7 -0.261 0.702 0.666  -0.5407
C26 0.026 1.660 1.780  4.0243
C27 -0.630 1.125 3.043  -2.0246
C28 -1.705 1.821 3.632  -1.0623
C29 -1.980 3.090 3.247  -0.3346
C30 -1.311 3.750 2.169  -0.5029
C31 -0.426 3.059 1.420  -0.4277
O5 0.124 3.470 0.284  -0.1945
C32 -0.167 4.798 -0.165  -1.1333
H10 -5.983 1.645 2.657  0.2551
H11 -6.821 1.891 1.110  0.3914
H12 -6.082 3.277 1.956  0.4239
H13 -6.315 3.653 -0.317  0.4625
H14 -5.629 4.709 -2.426  0.4087
H15 -3.389 4.248 -3.379  0.4364
H16 -1.847 2.733 -2.222  0.6902
H17 -2.673 1.351 1.108  0.2871
H18 -1.761 0.485 -2.135  0.4636
H19 3.623 0.445 -1.367  0.5150
H20 3.711 0.756 -3.802  0.4195
H21 1.645 0.789 -5.130  0.4646
H22 -1.909 0.659 -5.768  0.2683
H23 -0.347 -0.182 -5.899  0.3963
H24 -0.402 1.602 -5.826  0.3882
H25 -0.457 0.082 3.257  0.5406
H26 -2.222 1.372 4.467  0.6110
H27 -2.742 3.646 3.781  0.5001
H28 -1.588 4.761 1.912  0.5143
H29 0.404 4.933 -1.077  0.2668
H30 0.148 5.527 0.582  0.4005
H31 -1.234 4.903 -0.371  0.4338
I1 0.930 1.292 5.232  -0.0854
C33 1.585 1.584 1.802  -1.5420
H32 2.019 2.385 1.207  0.2128
H33 1.919 1.600 2.826  0.3183

Record 3
C33H33MnN5S6 as an isolated structure, computed with the ωB97M-V functional and the def2-TZVPD basis.

The calculation puts the HOMO energy (alpha / beta) at -0.3511 / -0.3646 hartree. Its LUMO energy (alpha / beta) is -0.1084 / -0.1519 hartree. The spin multiplicity is 5. The HOMO-LUMO gap (alpha / beta) is 6.605 / 5.788 eV. Its total charge is +1. Its total energy is -138536.486 eV.

Each line ends with the Mulliken charge.
CARTESIAN COORDINATES (ANGSTROEM)
Mn1 -0.526 1.327 1.396  0.0519
N1 2.290 -0.515 4.146  -0.1406
C1 3.164 -1.392 3.466  0.3928
C2 3.596 -2.558 4.077  -0.6799
C3 4.468 -3.410 3.413  -0.7186
C4 4.893 -3.104 2.132  -0.6622
C5 4.430 -1.955 1.504  -0.7152
C6 3.571 -1.100 2.170  0.6498
S1 2.989 0.383 1.383  -0.2148
N2 1.592 0.741 2.280  -0.2800
C7 1.442 0.325 3.482  0.5436
C8 0.224 0.751 4.210  0.5327
C9 0.276 1.102 5.550  -0.7490
C10 -0.894 1.481 6.185  -0.5918
C11 -2.076 1.457 5.463  -0.8733
C12 -2.035 1.114 4.124  -0.4462
N3 -0.906 0.790 3.486  0.4672
H1 2.015 -0.801 5.071  0.2667
H2 3.259 -2.789 5.082  0.3867
H3 4.816 -4.308 3.905  0.4130
H4 5.586 -3.755 1.617  0.4405
H5 4.760 -1.703 0.503  0.4352
H6 1.226 1.116 6.069  0.5666
H7 -0.880 1.788 7.222  0.4553
H8 -3.019 1.714 5.924  0.4464
H9 -2.931 1.107 3.517  0.5917
C13 2.430 -3.955 -1.671  -1.5917
C14 0.893 -4.018 -1.622  2.0957
C15 0.466 -5.313 -0.924  -1.8995
C16 0.341 -4.025 -3.055  -1.8818
C17 0.414 -2.798 -0.852  0.8029
C18 0.208 -2.812 0.528  -0.7550
C19 -0.195 -1.664 1.177  -0.8894
N4 -0.404 -0.499 0.559  0.2090
C20 -0.229 -0.473 -0.777  0.4299
C21 0.188 -1.581 -1.491  -0.9859
C22 -0.497 0.825 -1.430  -0.1859
C23 -0.903 0.914 -2.750  -0.3032
C24 -1.155 2.156 -3.329  0.6777
C25 -0.945 3.264 -2.510  -0.7503
C26 -0.567 3.097 -1.193  -0.8034
N5 -0.366 1.903 -0.638  -0.1115
C27 -1.687 2.290 -4.744  2.0346
C28 -3.215 2.445 -4.647  -1.5997
C29 -1.362 1.056 -5.594  -1.9395
C30 -1.097 3.531 -5.428  -1.7665
H10 2.811 -4.785 -2.267  0.4271
H11 2.848 -4.024 -0.667  0.3620
H12 2.766 -3.020 -2.125  0.3620
H13 0.751 -6.165 -1.541  0.4570
H14 -0.615 -5.348 -0.777  0.4197
H15 0.956 -5.438 0.042  0.3642
H16 0.581 -4.975 -3.532  0.4674
H17 0.779 -3.235 -3.664  0.3609
H18 -0.745 -3.910 -3.055  0.4112
H19 0.345 -3.715 1.104  0.3509
H20 -0.385 -1.675 2.243  0.5139
H21 0.341 -1.477 -2.554  0.4784
H22 -1.041 0.000 -3.309  0.3724
H23 -1.093 4.269 -2.878  0.3258
H24 -0.428 3.957 -0.551  0.5698
H25 -3.667 1.587 -4.145  0.3751
H26 -3.642 2.517 -5.648  0.4275
H27 -3.485 3.346 -4.094  0.3895
H28 -1.896 0.172 -5.243  0.3464
H29 -0.290 0.850 -5.596  0.4280
H30 -1.674 1.235 -6.622  0.4551
H31 -1.429 4.454 -4.954  0.3754
H32 -1.424 3.564 -6.467  0.4562
H33 -0.005 3.507 -5.416  0.4037
S2 -4.810 7.216 2.243  -0.1673
C31 -3.911 5.878 2.024  0.1107
S3 -4.538 4.383 1.384  -0.0392
C32 -3.068 3.444 1.485  0.3028
C33 -1.962 4.122 1.991  0.2667
S4 -0.385 3.508 2.159  -0.3492
S5 -2.228 5.782 2.467  -0.0289
S6 -3.106 1.829 0.974  -0.3503

> Look up the total charge of the third one.

+1

> Among the records above, which one has the highest total charge?

C33H33HoN10OSSi

> Which of these has the highest total charge?

C33H33HoN10OSSi

> What is the total charge in the second record?

+1